Entry 1:
Computed, not measured: a structure of composition C27H50AsN2OP2Sr in a non-equilibrium geometry, with wB97M-V/def2-TZVPD.

Summary:
electronic energy: -4192.59843 hartree
net charge: +1
highest occupied orbital energy: -11.0 eV

Geometry as XYZ:
```
84
Properties=species:S:1:pos:R:3:forces:R:3
Sr -0.1808 -0.5496 -0.9316 -1.2 -0.7 -0.1
C 3.3896 -2.6498 -0.0816 0.0 0.1 0.0
P 2.5434 -1.1140 -0.6315 1.7 0.0 0.7
C 2.8705 0.0064 0.8565 -0.3 -0.4 -0.1
N 3.9757 0.7093 0.8540 -0.1 -0.1 0.1
C 4.2406 1.4873 1.9320 0.4 0.1 -0.3
C 5.4248 2.2753 1.9493 -0.2 -0.2 -0.1
C 5.6975 3.0460 3.0325 -0.1 0.1 0.4
C 4.8108 3.0721 4.1548 0.3 0.1 -0.3
C 3.6763 2.3277 4.1566 -0.2 -0.2 -0.1
C 3.3709 1.5157 3.0295 -0.3 0.1 0.5
N 2.2333 0.7799 3.0326 -0.1 -0.1 -0.1
C 1.9556 0.0527 1.9785 -0.1 -0.3 -0.2
P 0.3600 -0.9602 1.9946 0.8 0.1 0.1
C 0.7831 -2.2331 3.2262 0.0 0.0 0.2
C -0.9215 0.1179 2.7770 -0.1 0.1 0.0
C -0.9209 1.4315 1.9844 -0.1 0.2 0.1
C -2.2546 -0.6209 2.5805 -0.2 0.0 0.0
C -0.7613 0.3907 4.2704 -0.1 0.1 0.1
C 3.5854 -0.4804 -2.0370 -0.1 -0.1 0.1
C 3.1170 -1.3174 -3.2433 0.1 0.1 -0.1
C 5.0926 -0.6524 -1.8705 0.1 0.0 0.0
C 3.2320 0.9900 -2.2784 -0.1 0.0 -0.1
H 4.3998 -2.4407 0.2672 0.0 0.0 0.0
H 3.4423 -3.3649 -0.9019 0.0 0.0 -0.1
H 2.8259 -3.1197 0.7239 0.0 0.0 0.0
H 6.0798 2.2362 1.0886 0.0 0.0 0.0
H 6.5947 3.6510 3.0579 0.0 0.0 0.0
H 5.0518 3.6948 5.0068 0.0 0.0 0.0
H 2.9859 2.3290 4.9902 0.0 0.0 0.0
H 1.1873 -1.7641 4.1236 0.0 0.0 0.0
H 1.5222 -2.9176 2.8127 0.0 0.0 0.0
H -0.1014 -2.8135 3.4886 0.0 0.0 0.0
H -1.1020 1.3169 0.9090 0.0 -0.2 -0.1
H 0.0125 1.9813 2.1113 0.0 0.0 0.0
H -1.7371 2.0732 2.3278 0.0 0.0 0.1
H -2.4898 -0.8412 1.5369 0.1 0.1 -0.1
H -3.0658 0.0013 2.9716 0.0 0.0 0.0
H -2.2826 -1.5668 3.1263 0.1 0.0 0.0
H 0.1958 0.8400 4.5227 0.0 0.0 -0.1
H -0.8839 -0.5231 4.8572 0.0 0.0 -0.1
H -1.5622 1.0742 4.5732 0.1 0.0 0.0
H 3.2577 -2.3904 -3.0957 0.0 0.0 0.0
H 3.7090 -1.0292 -4.1165 0.0 0.0 0.0
H 2.0665 -1.1404 -3.4934 0.0 0.0 0.0
H 5.3779 -1.7058 -1.8487 0.0 0.0 0.0
H 5.4723 -0.1655 -0.9739 -0.1 0.0 0.0
H 5.5821 -0.2040 -2.7407 0.0 0.0 0.1
H 2.1572 1.1397 -2.4426 0.0 0.0 0.0
H 3.7333 1.3190 -3.1929 0.0 0.0 0.0
H 3.5526 1.6336 -1.4602 0.0 0.0 0.0
C -2.5228 2.7654 -2.8248 -0.4 0.1 0.0
C -1.1146 2.2455 -2.6277 0.2 -0.2 0.1
C -0.2748 3.2129 -1.8033 0.1 0.4 0.1
O -1.0993 0.9873 -2.0075 -0.2 1.1 -0.7
H -2.5293 3.6825 -3.4187 0.0 0.0 0.0
H -3.0097 2.9856 -1.8679 0.1 0.0 0.0
H -3.1383 2.0283 -3.3479 0.1 0.0 0.0
H -0.6532 2.1612 -3.6206 0.0 0.0 -0.1
H -0.5809 3.1450 -0.7539 0.0 0.0 0.0
H -0.4050 4.2560 -2.1071 0.0 -0.1 -0.1
H 0.7975 2.9925 -1.8641 -0.1 -0.1 0.0
C -3.3589 -4.1583 -1.0299 0.0 -0.2 0.0
C -4.1037 -2.8877 -0.6225 -0.1 -0.3 0.1
As -3.1724 -1.3162 -1.2574 0.2 0.0 0.0
C -4.2420 0.1776 -0.5833 0.0 0.1 0.1
C -5.6144 -0.1667 -0.0297 -0.3 0.0 0.1
C -3.6460 -1.3589 -3.1434 0.1 0.0 -0.1
C -5.1135 -1.1331 -3.4562 -0.2 0.0 -0.1
H -3.8306 -5.0516 -0.6169 -0.1 0.1 0.0
H -2.3223 -4.1644 -0.6823 0.0 0.1 0.1
H -3.3295 -4.2941 -2.1127 -0.1 0.1 0.0
H -4.1675 -2.8049 0.4634 0.0 -0.1 0.0
H -5.1287 -2.8954 -0.9909 0.0 0.0 0.0
H -4.3124 0.8862 -1.4079 0.0 0.0 0.0
H -3.6383 0.6811 0.1730 0.0 0.0 0.0
H -6.2589 -0.6355 -0.7735 0.0 0.0 -0.1
H -6.1235 0.7383 0.3110 0.0 0.0 0.0
H -5.5729 -0.8456 0.8236 0.1 0.0 0.0
H -3.3087 -2.3311 -3.5059 0.0 0.0 -0.1
H -3.0185 -0.6120 -3.6301 0.0 0.1 0.0
H -5.7627 -1.8743 -2.9885 0.0 -0.1 0.0
H -5.2915 -1.1934 -4.5316 0.0 0.0 0.0
H -5.4540 -0.1504 -3.1291 0.0 0.0 0.0
```
Forces are in eV/Å.

From a Mulliken analysis of the wavefunction, the atomic charges in e read: 1.61 -1.48 0.24 0.14 -0.07 0.33 -0.60 -0.56 -0.53 -0.60 0.29 -0.02 -0.02 0.10 -1.61 2.51 -1.66 -2.17 -1.80 2.06 -1.67 -1.78 -1.82 0.41 0.42 0.25 0.47 0.41 0.41 0.48 0.39 0.33 0.43 0.16 0.34 0.58 0.28 0.60 0.36 0.22 0.39 0.52 0.34 0.51 0.31 0.39 0.22 0.53 0.26 0.58 0.28 -1.40 0.33 -0.93 -1.03 0.48 0.28 0.25 0.17 0.15 0.40 0.10 -1.24 -0.58 0.42 -0.11 -1.46 -0.63 -1.21 0.39 0.23 0.30 0.44 0.42 0.38 0.22 0.29 0.45 0.29 0.52 0.30 0.26 0.41 0.28

=====

Entry 2:
Computed, not measured: a cluster of 8 separate species, C17H52N2O11 in total in a non-equilibrium geometry, with wB97M-V/def2-TZVPD.

Summary:
electronic energy: -1615.85966 hartree
net charge: 0
highest occupied orbital energy: -8.8 eV
energy relative to the best compared isomer or geometry (same formula, charge and spin): 0.0 kJ/mol
SMILES: COC[C@H](C)N.COC[C@H](C)N.OCCO.OCCO.OCCO.CO.CO.CO

Geometry as XYZ:
```
82
Properties=species:S:1:pos:R:3:forces:R:3
C 0.9761 2.6470 -0.9466 0.5 -0.5 -1.0
O 0.1314 3.4967 -0.2138 0.3 -0.1 0.0
C -0.7881 2.8504 0.6416 -0.6 -0.3 0.0
C -1.9918 3.7513 0.7351 -1.3 2.2 1.9
C -1.6796 5.0364 1.5484 1.4 0.7 -1.1
N -3.1166 3.1999 1.5040 0.4 -2.0 -1.1
H 1.0768 1.6525 -0.5069 0.1 0.1 0.2
H 1.9647 3.0798 -1.1227 0.1 0.2 0.8
H 0.6812 2.4983 -1.9942 -0.8 0.0 0.1
H -1.1179 1.8672 0.2909 0.2 0.0 -0.3
H -0.3745 2.6738 1.6431 0.2 0.1 0.0
H -2.3002 4.0346 -0.2720 -0.1 -0.2 0.0
H -1.4364 4.7599 2.5758 0.2 0.0 0.0
H -2.4603 5.7949 1.6156 -0.5 -0.5 -0.2
H -0.8541 5.5929 1.0821 0.3 -0.2 0.4
H -2.8866 3.1101 2.4795 -0.3 0.1 0.1
H -4.0126 3.6227 1.3449 0.1 0.3 0.1
C 2.0235 4.4481 3.6167 0.0 0.0 1.2
O 2.4847 3.1376 3.9092 -0.2 -0.1 -0.4
C 2.9083 2.4950 2.6973 -0.5 0.7 1.2
C 3.2005 1.0314 2.9764 -0.4 -0.2 -0.8
C 3.8545 0.4425 1.7157 0.1 -1.0 0.5
N 1.9167 0.3418 3.2323 -0.4 -0.4 0.0
H 1.6519 4.8556 4.5586 0.1 0.0 0.0
H 1.1718 4.4770 2.9331 0.3 -0.1 -0.4
H 2.8659 5.0748 3.3150 -0.2 0.1 -0.4
H 2.0578 2.6041 2.0148 0.2 -0.4 -0.4
H 3.7471 3.0789 2.3071 0.3 -0.4 -0.2
H 3.8069 0.8570 3.8656 0.5 0.6 -0.2
H 3.9563 -0.6449 1.7985 -0.2 0.0 0.2
H 4.8864 0.7626 1.5742 -0.2 0.5 -0.1
H 3.2355 0.5860 0.8300 0.1 0.4 0.0
H 1.3553 0.8498 3.9092 0.2 0.2 0.0
H 2.0892 -0.5600 3.6661 0.2 0.0 0.0
O -1.3953 -2.3314 -0.8919 0.9 0.8 0.7
C -0.0683 -1.7485 -0.8975 0.1 -0.2 -0.7
C 0.4933 -1.6427 0.4890 1.4 -0.9 0.6
O 0.0954 -0.5368 1.2624 -0.8 -0.1 -0.2
H -1.6197 -2.1554 0.0344 -0.9 -0.4 -0.2
H 0.5902 -2.4509 -1.4151 0.0 0.0 -0.1
H -0.0412 -0.8143 -1.4648 -0.2 0.1 0.1
H 1.5878 -1.6932 0.5310 0.1 0.3 -0.7
H 0.2885 -2.6476 0.8916 -0.6 0.3 0.7
H 0.6763 -0.4345 2.0474 0.3 0.4 -0.4
O 2.0955 -4.8039 0.5115 0.1 0.2 0.0
C 2.2746 -5.4550 -0.7188 0.9 -1.4 -1.2
C 3.6855 -5.2076 -1.2904 0.8 0.5 0.6
O 4.7066 -5.9390 -0.5919 -0.7 -0.5 0.8
H 1.3123 -5.1615 0.9396 0.0 0.0 0.0
H 2.1822 -6.5469 -0.6710 0.1 -0.1 0.6
H 1.5087 -5.2265 -1.4672 0.1 0.7 0.0
H 3.9339 -4.1513 -1.1415 -0.3 0.2 -0.4
H 3.8678 -5.5006 -2.3266 -1.1 0.3 -0.3
H 5.5668 -5.6416 -0.8927 0.0 0.1 -0.1
O -2.4693 -0.9833 2.1695 0.2 -0.3 -0.4
C -3.4905 -0.4295 1.3328 -0.3 -0.4 1.5
C -4.8051 -0.8056 2.0646 1.3 1.5 -2.9
O -4.8750 -0.0799 3.2591 -0.8 -0.6 0.4
H -1.5864 -0.6032 2.0202 -0.3 0.0 -0.4
H -3.4063 0.6582 1.3133 -0.1 0.0 -0.1
H -3.5396 -0.8287 0.3124 0.4 -0.2 0.0
H -4.9093 -1.8885 1.9861 -0.1 -0.1 1.1
H -5.4924 -0.4065 1.3090 -0.8 0.1 0.7
H -4.4462 -0.5786 3.9599 0.2 0.0 -0.1
C 0.4431 0.1647 -4.9625 -0.2 0.4 -0.2
O 0.9188 1.3510 -5.5876 0.1 0.3 0.3
H -0.5628 0.4140 -4.6302 -0.1 -0.2 -0.3
H 0.4439 -0.6359 -5.7028 -0.2 -0.3 0.3
H 0.9628 -0.1339 -4.0478 0.4 0.1 -0.2
H 1.8595 1.3084 -5.7740 0.0 -0.2 0.1
C -0.8925 -3.6631 -4.5804 -0.2 -0.7 0.5
O -2.0538 -3.7269 -3.7538 0.2 0.1 0.0
H -1.0790 -2.8718 -5.3010 0.3 -0.1 -0.2
H 0.0460 -3.5195 -4.0384 -0.1 0.6 0.2
H -0.7345 -4.6327 -5.0607 -0.2 0.1 -0.4
H -1.8285 -3.9016 -2.8352 0.1 0.2 0.0
C -3.0504 0.1190 -2.7407 -0.5 -0.9 -0.6
O -3.6393 1.4050 -2.7911 0.5 0.3 0.3
H -2.5326 -0.1216 -3.6715 0.1 0.5 0.0
H -2.3452 -0.0318 -1.9212 -0.2 0.1 0.1
H -3.8669 -0.6128 -2.7175 0.3 -0.3 0.4
H -3.8330 1.6180 -1.8728 -0.1 0.3 -0.1
```
Forces are in eV/Å.

From a Mulliken analysis of the wavefunction, the atomic charges in e read: -0.48 -0.41 0.57 -0.09 -1.40 -0.47 -0.03 0.28 0.35 -0.14 -0.11 0.36 0.34 0.41 0.29 0.23 0.24 -0.57 -0.39 -0.17 0.40 -1.34 -0.61 0.28 0.11 0.31 -0.32 0.44 0.34 0.40 0.43 0.14 0.21 0.27 -0.48 0.31 -1.02 -0.20 0.25 0.29 -0.17 0.44 0.44 0.17 -0.53 -0.28 -0.50 -0.54 0.30 0.35 0.26 0.29 0.36 0.30 -0.56 1.03 -0.98 -0.52 0.28 -0.28 0.02 0.38 0.37 0.33 -0.35 -0.55 0.10 0.34 0.18 0.29 -0.47 -0.52 0.18 0.17 0.32 0.30 -0.09 -0.57 0.16 -0.15 0.32 0.31

=====

Entry 3:
Computed, not measured: a cluster of 2 separate species, C4H11OS in total, with wB97M-V/def2-TZVPD.

Summary:
electronic energy: -632.38379 hartree
net charge: -1
highest occupied orbital energy: -1.9 eV
energy relative to the best compared isomer or geometry (same formula, charge and spin): 208.1 kJ/mol

Geometry as XYZ:
```
17
Properties=species:S:1:pos:R:3:forces:R:3
C -2.0352 -1.8290 -1.1242 0.1 -0.2 -0.2
C -0.7162 -2.5895 -0.9274 0.1 0.5 -0.1
S 0.6902 -1.3989 -0.9206 -0.3 -0.1 -0.1
H -2.5405 -1.6282 -0.1854 0.1 0.2 0.1
H -1.8586 -0.8933 -1.6502 0.0 0.1 0.1
H -2.7251 -2.3960 -1.7450 -0.1 -0.2 0.0
H -0.5881 -3.3047 -1.7386 0.1 -0.1 0.1
H -0.6686 -3.0927 0.0332 -0.2 -0.2 -0.1
H 1.3854 -2.0019 0.0462 0.1 0.0 0.0
C 1.1507 2.8997 0.4451 -0.2 -0.1 -0.1
O 2.1420 2.6884 -0.4221 0.1 0.1 0.0
C 1.0993 1.8710 1.6005 0.5 0.2 0.0
H 1.1689 3.9040 0.9633 0.1 0.1 0.0
H 0.1150 2.8883 -0.0187 0.0 -0.1 0.0
H 0.2543 2.0642 2.2687 -0.2 -0.2 0.1
H 1.0978 0.8550 1.2031 -0.3 0.0 -0.1
H 2.0287 1.9636 2.1722 0.0 0.0 0.1
```
Forces are in eV/Å.

From a Mulliken analysis of the wavefunction, the atomic charges in e read: -1.02 -0.35 -0.22 0.26 0.33 0.30 0.26 0.30 0.10 -0.29 -0.87 -0.68 0.20 0.12 0.32 -0.03 0.26

=====

electronic energy of number 3 (C4H11OS)?
-632.38379 hartree